Here is the molecule C5H10O from the OMol25 dataset. Energies are from wB97M-V/def2-TZVPD.

Last column: Mulliken charge in e.
Atoms and positions in Å:
C -2.2825 0.3534 -0.4371  -1.10
C -1.0784 1.0344 0.2214  -0.48
C 0.0591 0.0723 0.4092  0.39
O -0.3018 -0.9495 1.2435  -0.51
C 2.3634 -0.8155 -0.1886  -1.14
C 1.2403 0.1819 -0.2070  -0.05
H -3.1087 1.0587 -0.5722  0.33
H -2.6361 -0.4796 0.1773  0.29
H -2.0072 -0.0442 -1.4203  0.30
H -1.3750 1.4412 1.1965  0.30
H -0.7320 1.8714 -0.3937  0.26
H 0.4594 -1.5269 1.3840  0.28
H 2.1741 -1.6755 0.4662  0.30
H 2.5272 -1.2216 -1.1946  0.26
H 3.3088 -0.3665 0.1366  0.28
H 1.3895 1.0659 -0.8213  0.27

Forces on the atoms, in the same order (eV/Å):
-0.05 -0.04 -0.03
0.03 0.07 0.02
0.13 0.27 -0.26
0.20 -0.15 0.05
0.03 -0.09 0.05
-0.14 -0.01 0.02
0.12 -0.09 0.03
0.03 0.13 -0.10
-0.04 0.06 0.13
0.05 -0.07 -0.10
-0.03 -0.13 0.11
-0.13 0.05 -0.03
0.04 0.13 -0.08
0.00 0.05 0.15
-0.14 -0.04 -0.02
-0.08 -0.13 0.05

Results
LUMO level = 0.89 eV
energy relative to the best compared isomer or geometry (same formula, charge and spin) = 12.20 kcal/mol
F_max = 0.40 eV/A
SMILES = C/C=C(\O)CC

---

Here is the molecule C5H10O in a non-equilibrium geometry from the OMol25 dataset. Energies are from wB97M-V/def2-TZVPD.

Last column: Mulliken charge in e.
Atoms and positions in Å:
C 1.4680 0.5183 0.5036  -0.95
C 0.8674 0.2266 -0.8736  -0.67
C -0.5992 -0.0909 -0.4915  1.36
C -0.8235 -1.5379 -0.1175  -1.48
C -1.1044 0.9179 0.4226  -0.96
O -1.6562 0.5089 -1.1096  -0.61
H 0.5449 0.6947 1.1441  0.24
H 2.0402 1.4444 0.5913  0.31
H 1.9805 -0.3322 0.9552  0.31
H 1.3027 -0.6415 -1.3816  0.33
H 0.9133 1.0926 -1.5462  0.31
H -0.7656 -2.1490 -1.0220  0.35
H -0.0599 -1.8736 0.5910  0.27
H -1.8127 -1.6822 0.3283  0.41
H -0.7671 1.9470 0.3532  0.44
H -1.7133 0.6997 1.3067  0.34

Forces on the atoms, in the same order (eV/Å):
-0.49 0.17 0.99
-0.55 -0.15 0.06
1.28 -0.50 0.36
0.02 -0.17 0.01
-2.36 0.22 -2.12
-0.51 1.17 1.80
2.04 -0.25 -0.05
0.31 -0.32 -0.22
0.29 0.18 -0.16
0.13 0.27 0.10
-0.10 -0.21 0.19
0.04 -0.02 0.09
-0.07 -0.05 -0.10
0.14 0.09 -0.07
0.10 -0.26 -0.13
-0.26 -0.19 -0.75

Results
LUMO level = 1.00 eV
energy relative to the best compared isomer or geometry (same formula, charge and spin) = 59.91 kcal/mol
F_max = 3.18 eV/A
SMILES = CC[C@@]1(C)CO1

---

Here is the molecule C5H10O from the OMol25 dataset. Energies are from wB97M-V/def2-TZVPD.

Last column: Mulliken charge in e.
Atoms and positions in Å:
C 2.0402 -0.7869 0.0644  -1.09
C 0.2373 0.9136 -0.3528  -0.61
C 1.0991 0.2337 0.6599  0.56
O 0.9139 0.3498 1.8528  -0.59
C -0.8604 -0.1938 -0.4990  -0.23
C -2.1609 0.1750 0.1954  -1.28
H 1.8873 -0.8730 -1.0155  0.30
H 3.0604 -0.4531 0.2559  0.37
H 1.8844 -1.7595 0.5357  0.31
H 0.7595 1.0826 -1.3001  0.31
H -0.0981 1.8813 0.0350  0.35
H -0.5019 -1.1278 -0.0363  0.24
H -0.9926 -0.4496 -1.5525  0.38
H -2.5425 1.1205 -0.1981  0.34
H -2.9234 -0.5990 0.0514  0.36
H -1.9885 0.2946 1.2723  0.29

Forces on the atoms, in the same order (eV/Å):
0.18 -0.11 0.04
-0.03 -0.03 0.04
0.03 -0.10 0.32
0.35 0.10 -0.29
-0.08 -0.01 -0.16
-0.10 0.10 0.00
0.11 -0.05 0.20
0.07 -0.12 0.00
0.15 0.11 0.03
-0.07 -0.08 0.19
-0.37 -0.34 -0.08
-0.02 0.24 -0.19
-0.23 0.21 0.02
-0.08 -0.08 0.07
0.13 0.14 0.04
-0.05 0.01 -0.21

Results
LUMO level = 1.03 eV
energy relative to the best compared isomer or geometry (same formula, charge and spin) = 9.09 kcal/mol
F_max = 0.51 eV/A
SMILES = CCCC(C)=O

---

Here is the molecule C5H10O in a non-equilibrium geometry from the OMol25 dataset. Energies are from wB97M-V/def2-TZVPD.

Last column: Mulliken charge in e.
Atoms and positions in Å:
C 2.0553 0.1777 0.1304  -1.03
C 1.0134 -0.8251 -0.2810  -0.63
C -0.2950 -0.4024 0.3133  0.21
C -0.9365 0.8726 -0.1824  -0.50
C -2.2687 0.0799 0.0068  -0.37
H 1.8101 1.1889 -0.2361  0.30
H 3.0397 -0.0770 -0.3408  0.32
H 2.2027 0.1967 1.2193  0.31
H 1.2274 -1.7927 0.0302  0.35
H 0.8877 -0.9627 -1.3720  0.31
H -0.1486 -0.3913 1.4186  0.20
H -0.7438 1.8703 0.3433  0.28
H -0.6203 0.9020 -1.3254  0.23
H -3.0407 0.1034 -0.8298  0.28
H -2.7445 0.2859 1.0849  0.21
O -1.4382 -1.2263 0.0209  -0.48

Forces on the atoms, in the same order (eV/Å):
1.52 0.17 -0.78
-1.11 0.93 -1.23
0.48 -0.34 1.42
0.23 0.50 -1.77
-0.04 -0.51 0.85
0.00 -0.31 0.30
-0.70 0.21 0.50
-0.12 0.07 -0.29
0.63 -1.83 0.99
0.17 0.59 0.23
-0.17 0.12 -0.32
-0.42 -1.51 -0.77
-0.96 0.43 2.18
0.99 -0.17 1.27
0.90 -0.64 -2.40
-1.38 2.29 -0.16

Results
LUMO level = 1.18 eV
energy relative to the best compared isomer or geometry (same formula, charge and spin) = 43.85 kcal/mol
F_max = 2.68 eV/A
SMILES = CC[C@H]1CCO1

---

Here is a structure of composition C5H10O in a non-equilibrium geometry from the OMol25 dataset. Energies are from wB97M-V/def2-TZVPD.

Last column: Mulliken charge in e.
Atoms and positions in Å:
C 2.1860 -0.1531 -0.3458  -1.14
C 0.9334 -0.6780 0.4199  -0.43
C -0.3824 -0.3342 -0.3218  -0.08
C -2.1247 -0.0550 0.5077  -1.10
C -0.6317 1.0783 -0.4717  -0.15
O -0.2227 1.9251 0.3041  -0.61
H 2.1629 0.9370 -0.4443  0.33
H 3.0981 -0.4121 0.2138  0.34
H 2.3017 -0.5911 -1.3463  0.31
H 1.0635 -1.7574 0.5618  0.34
H 0.9222 -0.1723 1.3850  0.26
H -0.4875 -0.9448 -1.2381  0.39
H -1.9716 -0.0619 1.5874  0.34
H -2.7594 0.8643 0.3314  0.37
H -2.6998 -0.8824 0.1191  0.37
H -1.3881 1.2375 -1.2623  0.46

Forces on the atoms, in the same order (eV/Å):
-0.22 -0.04 0.05
-0.36 0.17 0.02
-0.64 0.14 0.53
0.54 -0.84 -0.15
0.10 0.76 -0.05
0.11 0.29 -0.67
-0.08 -0.20 0.01
-0.36 0.04 -0.08
-0.20 0.04 0.19
-0.31 0.21 0.10
-0.01 -0.19 0.10
-0.60 0.39 0.57
0.32 -0.41 -0.20
1.40 -0.77 -0.37
-0.05 -0.40 0.26
0.35 0.83 -0.31

Results
LUMO level = 0.97 eV
energy relative to the best compared isomer or geometry (same formula, charge and spin) = 58.50 kcal/mol
F_max = 1.65 eV/A

---

Here is a cluster of 2 separate species, C5H10O in total from the OMol25 dataset. Energies are from wB97M-V/def2-TZVPD.

Last column: Mulliken charge in e.
Atoms and positions in Å:
C -1.3118 -1.8064 0.4514  -0.52
C 1.2397 1.0679 -1.6123  -0.62
C 1.0660 1.0708 -0.1219  -0.24
C -0.2284 1.5259 0.5368  -1.01
C 1.1318 -0.1001 -1.0706  -0.14
O 0.0117 -2.0514 0.8777  -0.54
H -1.9191 -1.3254 1.2317  0.24
H -1.7563 -2.7765 0.2162  0.26
H -1.3504 -1.1800 -0.4532  0.24
H 1.3682 1.6769 -2.4941  0.37
H 1.9486 1.2807 0.4942  0.29
H -0.3656 1.0666 1.5259  0.29
H -0.2298 2.6124 0.6848  0.35
H -1.0960 1.2685 -0.0810  0.26
H 1.1013 -1.1777 -1.1437  0.46
H 0.4272 -1.1949 1.0416  0.32

Forces on the atoms, in the same order (eV/Å):
-0.38 -0.02 -0.12
-0.02 -0.19 0.01
0.03 0.14 0.26
-0.04 -0.01 -0.03
0.05 0.15 -0.22
0.14 0.16 0.17
0.11 -0.08 -0.12
0.04 0.14 0.03
0.03 -0.12 0.15
-0.02 -0.10 0.13
-0.11 -0.04 -0.12
0.02 0.06 -0.15
0.01 -0.15 -0.02
0.13 0.04 0.07
0.02 0.20 -0.05
-0.01 -0.18 0.00

Results
LUMO level = 1.08 eV
energy relative to the best compared isomer or geometry (same formula, charge and spin) = 75.52 kcal/mol
F_max = 0.40 eV/A
SMILES = CC1C=C1.CO

---

Here is a cluster of 2 separate species, C5H10O in total from the OMol25 dataset. Energies are from wB97M-V/def2-TZVPD.

Last column: Mulliken charge in e.
Atoms and positions in Å:
C -1.9361 1.4114 0.8663  -0.08
O -2.8787 0.7797 1.2665  -0.40
C -0.6794 -1.7207 0.4532  -0.84
C 0.0686 -1.2395 -0.5359  -0.02
C 1.4082 -0.5834 -0.3504  -0.32
C 1.3562 0.9128 -0.6747  -0.87
H 0.6149 1.4161 -0.0439  0.06
H -1.8515 1.7535 -0.1851  0.26
H -1.0947 1.7014 1.5285  0.23
H -0.3345 -1.7006 1.4861  0.25
H -1.6658 -2.1404 0.2771  0.28
H -0.3087 -1.2775 -1.5598  0.28
H 2.1551 -1.0657 -0.9947  0.25
H 1.7444 -0.7258 0.6839  0.28
H 2.3238 1.3914 -0.4966  0.34
H 1.0783 1.0874 -1.7205  0.30

Forces on the atoms, in the same order (eV/Å):
-0.29 -0.15 0.12
0.40 0.32 -0.18
0.09 0.05 -0.14
-0.10 -0.06 0.14
0.06 -0.04 0.05
0.00 0.09 -0.01
0.15 -0.07 -0.11
-0.07 -0.10 0.10
-0.12 -0.09 -0.01
-0.03 0.02 -0.16
0.16 0.05 0.00
0.02 0.02 0.15
-0.12 0.05 0.08
-0.07 0.01 -0.13
-0.10 -0.06 -0.06
0.03 -0.04 0.15

Results
LUMO level = 0.88 eV
energy relative to the best compared isomer or geometry (same formula, charge and spin) = 39.58 kcal/mol
F_max = 0.54 eV/A
SMILES = C=CCC.C=O

---

Here is the molecule C5H10O in a non-equilibrium geometry from the OMol25 dataset. Energies are from wB97M-V/def2-TZVPD.

Last column: Mulliken charge in e.
Atoms and positions in Å:
C -0.2126 -1.2336 1.3469  -0.73
C -0.7079 0.1584 -1.7408  -1.30
C -0.2463 1.4650 0.3583  -1.32
C -0.2649 0.1241 -0.3099  0.96
C 0.4584 -1.0223 0.1268  -0.10
O 2.1425 -0.8751 0.6545  -0.71
H 2.1712 -0.0417 1.1448  0.30
H -0.2411 -0.5257 2.1641  0.24
H -0.4872 -2.2423 1.6224  0.28
H 0.5659 -1.8551 -0.5548  0.31
H -1.6903 0.6294 -1.8394  0.35
H -0.0132 0.7615 -2.3373  0.31
H 0.4607 2.1269 -0.1537  0.33
H 0.0351 1.4201 1.4084  0.32
H -1.2276 1.9445 0.2967  0.39
H -0.7427 -0.8342 -2.1872  0.37

Forces on the atoms, in the same order (eV/Å):
-0.99 -0.48 -0.09
-0.62 -0.11 0.03
-0.17 -0.16 0.33
0.25 0.14 -0.43
3.58 0.61 2.11
-1.59 0.03 -1.30
-0.14 -0.12 -0.12
0.02 0.26 -0.42
-0.46 -0.03 -0.13
-0.14 0.06 -0.01
0.04 -0.06 -0.06
0.09 0.01 0.17
0.03 -0.12 -0.05
0.08 0.01 -0.03
0.07 -0.06 -0.03
-0.05 0.01 0.03

Results
LUMO level (alpha / beta) = 0.09 / 0.07 eV
energy relative to the best compared isomer or geometry (same formula, charge and spin) = 96.85 kcal/mol
F_max = 4.20 eV/A

---

Here is the molecule C5H10O in a non-equilibrium geometry from the OMol25 dataset. Energies are from wB97M-V/def2-TZVPD.

Last column: Mulliken charge in e.
Atoms and positions in Å:
C -0.5452 2.1097 1.1209  -1.16
C 0.1196 0.7554 1.3203  -0.16
O -0.5195 -0.2327 0.5663  -0.42
C 0.5115 -1.3687 -0.3058  0.50
C 0.1249 -2.6979 -0.3348  -0.94
C 0.0994 -0.6996 -1.4684  -0.58
H -0.0744 2.8769 1.7455  0.35
H -1.6073 2.0494 1.3800  0.28
H -0.4691 2.4166 0.0712  0.29
H 1.1956 0.8324 1.0542  0.24
H 0.0895 0.4820 2.3892  0.25
H 1.4655 -1.0939 0.1401  0.28
H 0.6563 -3.4478 0.2359  0.28
H -0.7671 -2.9987 -0.8748  0.26
H 0.7220 0.0275 -1.9808  0.27
H -0.8357 -0.9858 -1.9388  0.25

Forces on the atoms, in the same order (eV/Å):
-0.05 0.03 -0.08
0.32 0.12 0.26
-0.08 -0.50 0.03
-0.03 1.53 0.07
-0.40 -1.14 0.45
0.31 0.12 -0.84
-0.05 -0.10 -0.07
0.16 0.01 -0.03
-0.02 -0.04 0.16
-0.23 -0.01 0.01
0.00 0.04 -0.15
-0.05 -0.18 -0.15
-0.04 -0.04 -0.05
0.16 0.07 0.08
-0.14 0.05 0.18
0.14 0.03 0.13

Results
LUMO level (alpha / beta) = -0.09 / -0.62 eV
energy relative to the best compared isomer or geometry (same formula, charge and spin) = 116.40 kcal/mol
F_max = 1.53 eV/A

---

Here is a structure of composition C5H10O from the OMol25 dataset. Energies are from wB97M-V/def2-TZVPD.

Last column: Mulliken charge in e.
Atoms and positions in Å:
C -1.3107 0.3164 -0.7445  -1.35
C -0.4543 -0.1119 0.4632  0.31
C -0.4853 -1.6735 0.5964  -0.50
O 0.6034 -2.0946 -0.1415  -0.70
C 0.9838 0.1263 0.2440  -0.20
C 1.5127 1.4415 -0.1316  -0.95
H -1.2556 1.3958 -0.9235  0.39
H -2.3562 0.0549 -0.5571  0.37
H -0.9784 -0.2135 -1.6431  0.35
H -0.7802 0.4833 1.3343  0.33
H -1.4397 -2.0536 0.1984  0.33
H -0.4429 -1.9635 1.6643  0.26
H 1.3463 -1.0872 0.1484  0.47
H 2.4183 1.3589 -0.7401  0.28
H 1.8438 1.8894 0.8224  0.30
H 0.7949 2.1314 -0.5899  0.32

Forces on the atoms, in the same order (eV/Å):
-0.07 0.06 -0.09
0.18 -0.01 0.00
-0.31 0.14 0.11
0.19 -0.04 0.06
-0.12 0.45 0.08
-0.09 -0.03 -0.10
-0.01 -0.17 0.00
0.15 0.03 -0.01
-0.05 0.05 0.14
0.05 -0.05 -0.07
0.19 0.06 0.02
0.07 0.00 -0.18
-0.13 -0.29 -0.09
-0.10 -0.01 0.11
-0.04 -0.12 -0.06
0.09 -0.06 0.07

Results
LUMO level (alpha / beta) = -0.78 / -0.78 eV
energy relative to the best compared isomer or geometry (same formula, charge and spin) = 104.02 kcal/mol
F_max = 0.47 eV/A

---

Here is the molecule C5H10O in a non-equilibrium geometry from the OMol25 dataset. Energies are from wB97M-V/def2-TZVPD.

Last column: Mulliken charge in e.
Atoms and positions in Å:
C -0.6116 -1.3501 -1.3952  -1.06
C 0.2837 -0.5638 -0.1921  0.51
C 0.6830 -0.8401 1.3409  -1.18
C -0.2001 0.8452 -0.4449  0.54
O -0.7254 1.0581 -1.5204  -0.58
C -0.1733 1.9922 0.5374  -1.26
H -0.1083 -1.1852 -2.3716  0.30
H -1.6464 -1.0183 -1.6215  0.28
H -0.6203 -2.4083 -1.1897  0.37
H 1.2382 -0.7014 -0.6955  0.14
H 0.0861 -0.3055 2.0963  0.30
H 1.7231 -0.5019 1.5453  0.31
H 0.6818 -1.8942 1.6322  0.35
H -1.0062 1.8949 1.2450  0.29
H 0.7529 2.0990 1.1058  0.34
H -0.3572 2.8794 -0.0720  0.36

Forces on the atoms, in the same order (eV/Å):
0.42 -0.39 0.96
-0.35 -0.17 -0.87
-0.43 -0.18 -0.40
-0.22 0.37 -0.57
0.19 0.82 0.14
0.08 0.09 0.06
0.05 -0.08 0.92
0.66 -0.02 0.98
0.06 -0.50 0.06
0.29 0.53 -0.03
-0.21 -0.19 -0.54
-0.58 -0.07 -0.58
-0.19 0.03 -0.30
0.17 -0.09 -0.05
-0.05 -0.13 -0.03
0.09 -0.01 0.26

Results
LUMO level = 0.86 eV
energy relative to the best compared isomer or geometry (same formula, charge and spin) = 34.35 kcal/mol
F_max = 1.18 eV/A
SMILES = CC(=O)C(C)C

---

Here is a structure of composition C5H10O in a non-equilibrium geometry from the OMol25 dataset. Energies are from wB97M-V/def2-TZVPD.

Last column: Mulliken charge in e.
Atoms and positions in Å:
C 1.3670 -0.8785 0.5475  -1.40
C 0.0977 -0.4628 -0.1775  1.74
C -0.9099 -1.5576 -0.4018  -1.47
C -0.5966 0.7931 0.2169  -0.95
C 0.0119 1.3827 -0.8151  -0.35
O 0.6262 0.2812 -1.3637  -0.46
H 1.8713 -1.6255 -0.0760  0.34
H 1.1701 -1.3093 1.5314  0.33
H 2.0443 -0.0246 0.6660  0.35
H -0.4855 -2.4025 -0.9398  0.36
H -1.7903 -1.1538 -0.9125  0.39
H -1.2425 -1.8864 0.5960  0.32
H -0.4053 2.4834 1.2643  -0.14
H -1.4753 0.9860 0.8174  0.36
H 0.1806 2.3866 -1.1996  0.39
H -0.7487 3.0934 1.0706  0.20

Forces on the atoms, in the same order (eV/Å):
-0.04 -0.10 0.11
-0.01 -0.40 0.18
0.07 -0.18 -0.22
-0.04 0.12 0.01
-0.15 0.19 -0.10
-0.03 -0.01 -0.13
-0.03 0.04 0.17
-0.07 -0.02 -0.08
-0.26 -0.14 -0.03
-0.12 -0.15 -0.05
0.22 -0.22 -0.11
0.15 0.00 -0.31
0.30 0.22 0.39
0.54 -0.09 0.15
-0.21 -0.31 -0.12
-0.32 1.04 0.13

Results
LUMO level = 1.03 eV
energy relative to the best compared isomer or geometry (same formula, charge and spin) = 78.57 kcal/mol
F_max = 1.10 eV/A